Entry 1:
Formula: C6H10O2
Source: the Open Molecules 2025 dataset
Level of theory: ωB97M-V/def2-TZVPD

The relative energy (zero: lowest compared OMol25 entry of this formula, charge and spin) comes out at 510.1 kJ/mol. The value obtained for the LUMO energy is -1.114 eV. For the HOMO energy, the calculation gives -7.38 eV.

ORCA input file:
```
! wB97M-V def2-TZVPD RIJCOSX def2/J DEFGRID3
* xyz 0 1
O -2.04039 1.35884 -2.11459
O -2.11653 0.05693 0.35237
C 1.04704 0.58449 -0.30448
C 0.89322 -1.41279 1.04500
C 0.88906 -1.00889 -0.40083
C 2.07043 -0.37937 -0.83876
C 0.90021 -0.29981 1.84742
C 0.97947 0.87070 1.09833
H 0.91789 -0.39963 2.93122
H 0.75844 1.85612 1.51301
H -2.14633 0.89275 -1.26442
H -2.21939 -0.90044 0.29303
H -2.83219 1.87084 -2.28027
H -1.15501 0.17421 0.50282
H 2.42380 -0.52668 -1.85616
H 0.39450 1.21214 -0.88426
H 0.23775 -1.54117 -1.09095
H 0.99801 -2.40825 1.45151
*
```

Entry 2:
Formula: CH3F2NS
Source: the Open Molecules 2025 dataset
Level of theory: ωB97M-V/def2-TZVPD

The relative energy (zero: lowest compared OMol25 entry of this formula, charge and spin) comes out at 282.5 kJ/mol. The value obtained for the LUMO energy (spin up / spin down) is -2.114 / -2.398 eV. For the HOMO energy (spin up / spin down), the calculation gives -10.25 / -10.10 eV.

ORCA input file:
```
! wB97M-V def2-TZVPD RIJCOSX def2/J DEFGRID3
* xyz 0 1
S -1.75714 -0.32576 0.40156
F -1.17197 1.29300 0.80615
F -1.84577 0.19500 -1.19415
N -0.62668 -1.19003 0.65749
C 1.35465 0.00022 -0.15059
H 2.14266 -0.52652 0.32817
H 0.96787 0.89398 0.27436
H 0.93639 -0.33991 -1.12299
*
```

Entry 3:
Formula: C27H50O6
Source: the Open Molecules 2025 dataset
Level of theory: ωB97M-V/def2-TZVPD

The relative energy (zero: lowest compared OMol25 entry of this formula, charge and spin) comes out at 13.1 kJ/mol. The value obtained for the LUMO energy is 0.806 eV. As for the SMILES: CCCCCCCC(=O)OCC(COC(=O)CCCCCCC)OC(=O)CCCCCCC. For the HOMO energy, the calculation gives -10.41 eV.

ORCA input file:
```
! wB97M-V def2-TZVPD RIJCOSX def2/J DEFGRID3
* xyz 0 1
O -1.25642 -2.50977 3.13829
O -0.60770 1.20463 2.53474
O -0.58966 -0.49765 1.07581
O -2.66773 -2.43942 1.38827
O -3.55266 1.61231 -1.24683
O -1.62355 0.52890 -1.59541
C -2.45228 1.57767 -1.73171
C 0.36110 -3.92315 0.34056
C 3.34694 0.74966 0.29371
C 1.29878 -0.27198 2.45986
C 0.10217 4.62273 1.73075
C -1.83056 2.67502 -2.55744
C -0.49261 -3.43067 -3.42189
C 2.30293 0.86510 2.64450
C -1.10027 5.40194 2.27648
C 2.42546 0.22702 -0.80872
C -0.35484 -4.15011 -0.98983
C 0.18079 4.54011 0.20497
C 3.16951 -0.56381 -1.88561
C -2.09725 -0.53550 -0.78428
C 0.13257 -2.56349 -4.50771
C -2.88384 -1.04873 1.58169
C -0.05344 0.25142 2.05689
C 2.61940 1.60387 1.34263
C -1.63454 -4.50152 1.83240
C -2.32975 4.53432 2.52772
C -1.93738 -0.22004 0.70437
C -0.61259 3.27641 -1.84460
C -1.80453 -3.05232 2.21696
C 3.78936 -1.85530 -1.36380
C 0.30017 -3.35644 -2.11919
C -0.94996 3.72860 -0.42454
C -0.17014 -4.79101 1.48172
H -1.49746 -1.40591 -1.04683
H 0.27242 -2.87108 0.62089
H -1.13862 2.85103 0.19670
H -2.06108 3.67318 3.13494
H 1.42387 -4.14481 0.21112
H -1.35316 6.21529 1.59210
H -0.07592 -5.84566 1.21509
H -0.43391 -2.63784 -5.43298
H -1.92039 -5.11229 2.69086
H 1.68987 1.98800 0.92056
H 1.14794 -0.79362 3.40909
H 0.14731 -1.52056 -4.19729
H -3.09061 5.10619 3.05575
H 1.30959 -3.73636 -2.29216
H 1.93531 1.08048 -1.28515
H -0.33842 -5.21441 -1.23725
H 4.60467 -1.64936 -0.67523
H -1.51860 -3.09902 -3.24315
H -2.29489 -4.72966 0.99785
H 1.64325 -0.99921 1.72730
H -0.25449 4.12826 -2.42692
H 3.95256 0.06338 -2.31860
H 3.04204 -2.45257 -0.84620
H -2.59077 3.43987 -2.71956
H -0.53599 -4.46803 -3.76142
H 4.18737 -2.44217 -2.18885
H 1.88508 1.57794 3.35805
H 3.22442 0.46152 3.06874
H -0.81122 5.85668 3.22725
H 0.39422 -2.30968 -1.81910
H 1.01923 5.10513 2.07892
H -3.92047 -0.84327 1.31211
H 0.43641 -4.60886 2.37096
H 1.64075 -0.39988 -0.38315
H -2.15011 0.84072 0.89163
H 3.83867 -0.08603 0.79295
H -1.39984 -3.84583 -0.90005
H 2.46509 -0.80913 -2.68405
H -2.70573 -0.79692 2.63313
H 4.12841 1.34888 -0.18003
H -1.52493 2.25960 -3.51894
H -3.15430 -0.71590 -1.00275
H -2.76372 4.17230 1.60076
H 0.08410 3.61308 2.14526
H 3.23894 2.46633 1.59741
H 1.13464 4.07496 -0.05986
H 0.18486 2.53156 -1.81056
H -1.86390 4.32358 -0.44839
H 1.15543 -2.87726 -4.70528
H 0.18459 5.54854 -0.21639
*
```

Entry 4:
Formula: C36H48N8O
Source: the Open Molecules 2025 dataset
Level of theory: ωB97M-V/def2-TZVPD

The value obtained for the LUMO energy is 0.666 eV. As for the SMILES: c1cc[nH]c1.c1cc[nH]c1.c1cc[nH]c1.c1cc[nH]c1.c1cc[nH]c1.c1cc[nH]c1.c1cc[nH]c1.c1cc[nH]c1.C1CCOC1. For the HOMO energy, the calculation gives -7.62 eV.

ORCA input file:
```
! wB97M-V def2-TZVPD RIJCOSX def2/J DEFGRID3
* xyz 0 1
O -1.24255 -0.24061 -0.56653
N -2.51012 2.47702 2.76221
N 2.20946 2.00404 -3.63387
N -2.10813 1.94816 -2.44739
N -0.47437 -1.80007 -6.65199
N 3.77926 -3.42511 1.80553
N 4.39523 0.32264 -0.03641
N 1.00180 -0.38497 6.36014
N -6.77453 1.72144 1.40687
C -4.84620 0.66139 1.00520
C 3.32726 -3.39886 4.00494
C 1.11513 0.52618 5.30878
C -0.14849 -2.36269 -0.41396
C 3.11279 -2.73475 2.77904
C 0.75820 -2.07557 -7.10010
C 1.62759 -2.46613 -6.06202
C 0.38612 -1.37628 0.58790
C -2.86984 3.01664 -2.13077
C 4.04631 -4.62308 3.71652
C 4.22182 -1.53540 -1.12082
C 5.50715 -1.50170 -0.55208
C -1.17871 4.13379 1.99054
C -2.56237 1.40024 -3.57164
C -6.51788 0.95267 2.55473
C -0.43105 -1.97214 -5.29008
C -5.36163 0.22603 2.28105
C -2.43144 3.55550 1.86018
C 1.14481 3.31050 -2.12512
C -0.42824 3.25229 2.78637
C -5.73149 1.65710 0.50353
C 3.46256 -0.43097 -0.79004
C 5.54528 -0.33145 0.13941
C -0.73408 -0.38259 0.78636
C -3.89556 3.05819 -3.06248
C 4.32232 -4.50374 2.42357
C -3.65136 2.09289 -4.05326
C 0.81442 1.98501 -1.90300
C 0.41254 -1.46070 5.77688
C 1.31488 1.20574 -2.94467
C -1.29556 2.26112 3.29925
C 2.11974 3.29080 -3.13599
C 0.71266 -0.03546 4.17008
C 0.90046 -2.37189 -4.85845
C 0.17755 -1.27970 4.45015
C -1.24654 -1.56936 -1.14231
H -1.30975 1.61420 -1.92668
H -3.91704 0.30978 0.58162
H -4.79695 3.65225 -3.09352
H 4.48791 -5.39256 4.33238
H 4.00412 -2.91714 0.96202
H -3.38783 1.97981 2.81215
H 2.92460 -3.04855 4.94386
H 0.89307 0.35383 3.17897
H 1.19359 -2.69164 -3.86939
H 2.50575 0.00846 -1.03047
H 1.33509 0.13373 -3.07426
H 4.98103 -4.94808 1.69209
H -7.52591 2.39297 1.33915
H 1.61671 1.46615 5.48566
H 2.69689 4.10086 -3.55682
H 0.99045 -1.99473 -8.15174
H 6.29068 0.01449 0.84020
H -1.23283 1.41256 3.96438
H 3.87569 -2.28780 -1.81400
H 1.26026 -0.77079 0.34837
H -1.31037 -1.50293 -7.13461
H 0.78459 4.13744 -1.53114
H 6.30773 -2.22577 -0.58676
H 2.52976 -1.84115 2.61181
H -0.34028 -1.91001 3.74236
H 2.65085 -2.79825 -6.15708
H -1.25569 -1.79700 -4.61503
H 0.73263 -2.62711 -0.99860
H -4.16055 1.87822 -4.98118
H -2.75322 3.59124 -1.22377
H 1.21865 -0.31178 7.34387
H 0.16198 -2.28964 6.42222
H -7.19958 0.93176 3.39214
H -0.55625 -3.15491 0.21391
H -5.71786 2.33300 -0.33873
H 4.17804 1.17449 0.46086
H -0.37163 0.53806 1.24368
H -3.32707 3.88435 1.35411
H 0.16502 1.67844 -1.09635
H -4.94077 -0.55692 2.89445
H -0.86611 5.04869 1.50923
H 0.62224 -1.91744 1.50414
H 0.61694 3.38350 3.02466
H -2.28264 -1.89451 -1.04813
H -1.67259 -0.59206 1.29960
H 2.80301 1.63506 -4.36301
H -2.00952 0.53632 -3.90984
H -0.86801 -1.51510 -2.16303
*
```

Entry 5:
Formula: C10H9NO2
Source: the Open Molecules 2025 dataset
Level of theory: ωB97M-V/def2-TZVPD

The relative energy (zero: lowest compared OMol25 entry of this formula, charge and spin) comes out at 474.8 kJ/mol. The value obtained for the LUMO energy is 0.434 eV. As for the SMILES: CC(O)=C=N[C@@H]1C=CC=CC1=C=O. For the HOMO energy, the calculation gives -7.97 eV.

ORCA input file:
```
! wB97M-V def2-TZVPD RIJCOSX def2/J DEFGRID3
* xyz 0 1
O -1.22991 1.03299 2.91995
O 1.21704 -1.04526 2.60074
N 0.84758 1.31334 0.17556
C 0.97126 -0.83484 -2.65239
C 1.27390 0.24885 -1.93706
C 1.15122 -1.08775 0.12317
C -1.27014 1.30624 1.57725
C -0.21558 1.17529 0.77223
C -2.72019 1.71746 1.27013
C 0.65082 -2.08781 -2.02724
C 0.75110 -2.22238 -0.70762
C 1.46762 0.26374 -0.51738
C 1.07871 -1.07467 1.42901
H -0.45424 0.54494 3.04475
H 2.49271 0.62889 -0.36366
H -2.81828 1.71033 0.22342
H 1.55951 1.13849 -2.49727
H -2.75507 2.74223 1.41354
H 0.40835 -3.10906 -0.22755
H 0.88721 -0.78073 -3.77214
H 0.17698 -2.85884 -2.76746
H -3.47060 1.27856 1.92000
*
```